(1)
Molecular formula: C30H38N4O4PdS
Method: DFT, ωB97M-V with the def2-TZVPD basis set

Values from the calculation:
energy above the lowest of the compared OMol25 structures with the same formula, charge and spin: 0.00 kJ/mol
calculated total energy: -2212.0558 a.u.
spin multiplicity: 3
expectation value of S²: 2.005
E_HOMO (spin up / spin down): -7.19 / -7.70 eV
frontier orbital gap (spin up / spin down): 7.64 / 6.76 eV

Cartesian coordinates (Å):
Pd 0.526 -0.027 -0.038
C 2.094 -3.261 -1.017
C 0.703 -3.560 -1.498
C 0.485 -4.404 -2.582
C -0.799 -4.668 -3.034
C -1.882 -4.079 -2.398
C -1.701 -3.234 -1.309
C -2.874 -2.599 -0.621
C -0.398 -2.982 -0.854
N -0.181 -2.069 0.200
C -0.511 -2.426 1.451
O -0.928 -3.511 1.851
C -0.385 -1.291 2.467
C -0.680 -1.413 3.815
C -0.616 -0.270 4.604
C -0.298 0.965 4.046
C -0.019 1.011 2.691
N -0.049 -0.106 1.981
C 0.209 2.298 1.896
O 0.112 3.369 2.492
N 0.453 2.084 0.594
C 0.284 3.128 -0.338
C -0.976 3.729 -0.505
C -2.136 3.339 0.365
C -1.144 4.677 -1.508
C -0.099 5.029 -2.348
C 1.136 4.420 -2.187
C 1.342 3.470 -1.193
C 2.682 2.811 -1.040
H 2.824 -3.866 -1.554
H 2.188 -3.462 0.052
H 2.337 -2.206 -1.163
H 1.337 -4.863 -3.072
H -0.955 -5.333 -3.874
H -2.889 -4.282 -2.745
H -3.797 -2.795 -1.168
H -2.741 -1.517 -0.538
H -2.981 -2.992 0.392
H -0.964 -2.380 4.205
H -0.840 -0.336 5.661
H -0.283 1.881 4.620
H -2.215 2.251 0.451
H -3.070 3.719 -0.047
H -2.013 3.731 1.376
H -2.116 5.141 -1.630
H -0.246 5.772 -3.122
H 1.961 4.686 -2.837
H 3.411 3.263 -1.713
H 2.623 1.743 -1.261
H 3.050 2.920 -0.016
C 5.360 -0.566 1.099
N 4.454 0.409 1.679
C 4.990 1.328 2.664
C 3.186 0.488 1.286
O 2.686 -0.246 0.428
H 5.807 -1.171 1.890
H 6.156 -0.058 0.551
H 4.804 -1.206 0.421
H 5.394 0.777 3.515
H 4.201 1.990 3.016
H 5.787 1.932 2.227
H 2.604 1.273 1.779
C -1.815 -1.256 -4.918
C -0.491 -1.177 -4.175
S -0.540 0.018 -2.842
O 0.869 0.012 -2.263
C -0.673 1.581 -3.724
C 0.477 1.858 -4.674
H -1.795 -2.105 -5.600
H -2.013 -0.358 -5.505
H -2.641 -1.411 -4.224
H 0.354 -0.927 -4.817
H -0.268 -2.114 -3.661
H -0.709 2.321 -2.920
H -1.650 1.579 -4.212
H 1.429 1.694 -4.169
H 0.438 2.901 -4.989
H 0.436 1.233 -5.566

---

(2)
Molecular formula: C30H39BCl2N5O4S3SiY
Method: DFT, ωB97M-V with the def2-TZVPD basis set

Values from the calculation:
energy above the lowest of the compared OMol25 structures with the same formula, charge and spin: 202.19 kJ/mol
calculated total energy: -4208.9004 a.u.
E_HOMO (spin up / spin down): -4.81 / -4.76 eV
frontier orbital gap (spin up / spin down): 2.88 / 2.79 eV

Cartesian coordinates (Å):
Y -1.847 0.179 0.462
C -4.003 -4.134 1.856
C -3.211 -2.921 1.372
N -3.470 -1.628 1.630
N -4.032 -1.348 2.819
C -3.248 -0.721 3.731
N -3.763 -0.443 4.946
S -1.690 -0.200 3.315
C -2.123 -3.112 0.441
C -1.998 -4.334 -0.259
C -1.032 -4.447 -1.237
C -0.116 -3.375 -1.403
C -0.232 -2.211 -0.689
N -1.318 -2.016 0.119
H -4.885 -3.735 2.388
H -3.343 -4.741 2.510
H -4.260 -4.721 0.953
H -4.991 -1.577 2.964
H -4.624 -0.888 5.247
H -3.267 0.117 5.623
H -2.661 -5.142 -0.039
H -0.968 -5.289 -1.932
H 0.702 -3.525 -2.088
H 0.587 -1.486 -0.608
Cl -0.178 2.864 2.134
C 0.876 4.093 1.406
Cl 1.113 3.773 -0.350
H 1.833 4.028 1.894
H 0.360 5.061 1.495
C 1.277 -0.648 -3.955
Si -0.335 0.111 -3.221
C -0.590 1.789 -4.072
C -1.813 -1.017 -3.668
C -0.375 0.705 -1.399
H 1.137 -0.809 -5.055
H 1.477 -1.658 -3.562
H 2.170 -0.052 -3.812
H -0.595 1.717 -5.175
H 0.251 2.385 -3.692
H -1.550 2.164 -3.620
H -2.004 -1.025 -4.789
H -2.681 -0.561 -3.155
H -1.699 -2.017 -3.242
H -0.473 1.798 -1.460
H 0.616 0.609 -0.996
C 7.128 -0.570 -1.588
C 7.247 -1.033 -0.141
C 7.243 -2.608 -0.127
C 8.590 -0.574 0.467
C 6.020 -0.477 0.645
C 6.086 0.324 1.817
C 4.979 1.052 2.330
C 3.764 0.901 1.695
O 2.508 1.472 1.957
B 1.684 0.996 0.848
O 2.295 -0.022 0.136
C 3.647 0.022 0.562
C 4.717 -0.688 0.068
H 8.138 -0.843 -2.058
H 7.019 0.527 -1.693
H 6.355 -1.071 -2.208
H 8.227 -2.939 -0.505
H 6.433 -3.028 -0.724
H 7.148 -3.021 0.918
H 9.455 -0.980 -0.127
H 8.634 -0.996 1.492
H 8.647 0.528 0.466
H 7.083 0.488 2.249
H 5.143 1.657 3.224
H 4.492 -1.241 -0.840
O -2.922 4.569 1.251
S -3.759 3.453 1.631
O -3.936 3.088 3.018
N -3.247 2.159 0.656
C -4.153 1.903 -0.298
S -3.826 0.743 -1.522
C -5.427 2.646 -0.183
C -6.705 2.460 -0.741
C -7.822 3.162 -0.316
C -7.659 4.099 0.729
C -6.464 4.240 1.360
C -5.359 3.534 0.879
H -6.781 1.720 -1.563
H -8.788 3.084 -0.828
H -8.512 4.717 1.047
H -6.348 4.933 2.191

---

(3)
Molecular formula: C30H39F3O4
Method: DFT, ωB97M-V with the def2-TZVPD basis set

Values from the calculation:
energy above the lowest of the compared OMol25 structures with the same formula, charge and spin: 2726.61 kJ/mol
calculated total energy: -1766.0224 a.u.
E_HOMO: -8.32 eV
frontier orbital gap: 7.90 eV

Cartesian coordinates (Å):
F 0.866 0.333 0.845
C -0.357 0.124 0.291
C -0.434 -0.550 -0.933
C -1.673 -0.604 -1.559
C -2.788 -0.025 -0.961
C -2.671 0.668 0.280
C -1.474 0.708 0.901
H 0.490 -0.962 -1.309
H -1.794 -1.231 -2.430
H -3.755 -0.209 -1.405
H -3.512 1.099 0.804
H -1.352 1.233 1.837
F 3.199 -1.698 -3.433
C 1.999 -1.015 -3.545
C 1.368 -0.983 -4.774
C 0.136 -0.305 -4.928
C -0.425 0.342 -3.832
C 0.204 0.233 -2.573
C 1.468 -0.334 -2.459
H 1.650 -1.640 -5.583
H -0.327 -0.190 -5.897
H -1.309 0.960 -3.885
H -0.257 0.783 -1.766
H 1.978 -0.347 -1.507
F -4.130 -4.529 -3.740
C -3.009 -3.780 -3.493
C -2.093 -4.218 -2.493
C -0.967 -3.439 -2.196
C -0.827 -2.245 -2.880
C -1.837 -1.757 -3.749
C -2.873 -2.581 -4.140
H -2.369 -5.151 -2.025
H -0.224 -3.811 -1.507
H -0.012 -1.566 -2.674
H -1.749 -0.770 -4.178
H -3.596 -2.166 -4.826
C 0.195 0.754 3.556
C 0.918 -0.227 2.715
O 2.135 -0.145 2.496
C 0.143 -1.502 2.348
H 0.470 0.607 4.601
H -0.856 0.466 3.577
H 0.397 1.729 3.113
H -0.159 -2.114 3.198
H 0.906 -1.989 1.741
H -0.743 -1.413 1.719
C 3.046 2.015 2.031
C 1.808 2.757 2.570
O 1.772 3.259 3.691
C 0.652 2.879 1.558
H 2.724 1.093 1.548
H 3.747 1.762 2.826
H 3.538 2.598 1.252
H 1.095 3.170 0.606
H -0.040 3.662 1.870
H 0.110 1.959 1.341
C 1.432 -1.369 -0.080
C 2.288 -2.183 0.830
O 2.084 -3.367 0.914
C 3.496 -1.530 1.510
H 1.999 -1.235 -1.001
H 1.217 -0.361 0.276
H 0.530 -1.935 -0.314
H 3.688 -2.088 2.426
H 3.361 -0.466 1.704
H 4.346 -1.756 0.867
C -0.431 3.942 3.831
C -1.843 3.644 3.409
O -2.806 4.073 4.035
C -2.107 2.886 2.101
H 0.078 4.512 3.054
H 0.124 3.004 3.856
H -0.378 4.493 4.770
H -1.208 2.539 1.591
H -2.581 3.526 1.357
H -2.689 1.974 2.228

---

(4)
Molecular formula: C30H39MnN5O2
Method: DFT, ωB97M-V with the def2-TZVPD basis set

Values from the calculation:
energy above the lowest of the compared OMol25 structures with the same formula, charge and spin: 133.06 kJ/mol
calculated total energy: -2741.7501 a.u.
spin multiplicity: 6
expectation value of S²: 8.963
E_HOMO (spin up / spin down): -6.33 / -6.51 eV
frontier orbital gap (spin up / spin down): 6.69 / 6.39 eV

Cartesian coordinates (Å):
Mn -1.356 -0.165 0.049
O -3.033 -1.178 0.130
N -3.032 -0.891 -1.170
N -3.390 0.388 -1.375
O -3.173 1.267 -0.468
C -3.844 0.742 -2.674
C -4.186 -0.247 -3.590
C -4.619 0.128 -4.851
C -4.728 1.470 -5.190
C -4.394 2.444 -4.259
C -3.946 2.086 -2.998
H -4.112 -1.286 -3.306
H -4.884 -0.636 -5.571
H -5.075 1.755 -6.175
H -4.476 3.492 -4.518
H -3.666 2.824 -2.259
N -1.028 0.138 2.156
C -0.954 0.203 3.305
N -0.869 0.277 4.608
C -2.070 0.037 5.438
C -1.640 -0.092 6.890
C -0.515 -1.116 7.043
C 0.714 -0.772 6.165
C 0.444 0.424 5.262
H -2.549 -0.886 5.107
H -2.778 0.854 5.304
H -2.510 -0.389 7.475
H -1.326 0.882 7.273
H -0.902 -2.099 6.764
H -0.225 -1.186 8.091
H 0.981 -1.627 5.542
H 1.586 -0.546 6.780
H 1.200 0.514 4.486
H 0.449 1.356 5.829
C -0.491 4.852 -0.439
C 0.491 3.751 -0.763
C 1.790 4.051 -1.173
C 2.662 3.020 -1.486
C 4.069 3.321 -1.947
C 2.252 1.693 -1.381
C 0.955 1.342 -0.959
C 0.099 2.429 -0.668
N 0.435 0.071 -0.793
C 1.169 -1.155 -1.101
C 0.196 -2.315 -0.815
C 0.822 -3.687 -1.091
C 1.238 -3.763 -2.563
C 2.228 -2.634 -2.864
C 3.466 -2.785 -1.971
C 3.052 -2.741 -0.494
C 2.058 -3.871 -0.206
C 2.390 -1.391 -0.188
C 1.557 -1.283 -2.588
H -0.028 5.834 -0.537
H -0.869 4.755 0.581
H -1.353 4.815 -1.108
H 2.111 5.084 -1.257
H 4.252 4.395 -1.984
H 4.251 2.913 -2.944
H 4.807 2.876 -1.275
H 2.974 0.937 -1.639
H -0.932 2.229 -0.380
H -0.700 -2.190 -1.436
H -0.110 -2.273 0.242
H 0.087 -4.466 -0.873
H 0.358 -3.670 -3.207
H 1.694 -4.737 -2.771
H 2.528 -2.681 -3.914
H 4.179 -1.981 -2.182
H 3.972 -3.732 -2.189
H 3.937 -2.862 0.136
H 1.770 -3.853 0.851
H 2.517 -4.845 -0.404
H 3.122 -0.592 -0.288
H 2.039 -1.366 0.850
H 0.643 -1.183 -3.182
H 2.217 -0.473 -2.893